(a)
Below is a cluster of 2 separate species, C5H8N in total, with properties calculated with ωB97M-V/def2-TZVPD.

CARTESIAN COORDINATES (ANGSTROEM)
C 1.26 -1.39 -0.03
C 0.23 -2.19 0.57
C -1.36 0.99 -0.16
C -0.16 2.00 -0.15
C 1.46 -2.18 1.16
N -0.20 0.89 -1.08
H 1.58 -0.56 -0.66
H -0.63 -2.71 0.51
H -1.39 0.11 0.44
H -2.20 1.26 -0.73
H -0.44 2.96 -0.54
H 0.45 2.05 0.67
H 1.89 -2.41 2.02
H -0.49 1.19 -2.03

For the lowest unoccupied orbital energy, the calculation gives -5.39 eV. The value obtained for the molar mass is 82.1 g/mol. For the orbital gap, the calculation gives 8.048 eV. The value obtained for the HOMO energy is -13.44 eV. The total charge is +1.

Atomic partial charges in e from the Löwdin method, atoms 1 to 6: 0.22, 0.17, -0.11, -0.12, 0.18, -0.09



(b)
Below is the ion C5H8N with charge +1, with properties calculated with ωB97M-V/def2-TZVPD.

CARTESIAN COORDINATES (ANGSTROEM)
C -0.41 -1.05 -1.39
C 0.79 -0.34 -0.88
C 1.23 -0.65 0.38
C 1.44 0.22 1.32
C 0.54 0.98 0.43
N -0.88 1.01 1.01
H -1.37 -0.45 -1.30
H -0.49 -1.92 -0.77
H -0.40 -1.26 -2.58
H 1.38 -0.03 -1.64
H 1.74 0.30 2.36
H -1.61 0.91 0.28
H -0.97 1.96 1.08
H -0.98 0.33 1.71

For the lowest unoccupied orbital energy, the calculation gives -4.03 eV. The value obtained for the molar mass is 82.1 g/mol. For the orbital gap, the calculation gives 9.623 eV. As for the SMILES: C[C@@H]1C2=C[C@]21[NH3+]. The value obtained for the HOMO energy is -13.65 eV. The total charge is +1.

Atomic partial charges in e from the Löwdin method, atoms 1 to 6: -0.05, -0.15, 0.00, 0.02, -0.04, 0.21



(c)
Below is the ion C5H8N with charge +1, with properties calculated with ωB97M-V/def2-TZVPD.

CARTESIAN COORDINATES (ANGSTROEM)
C -0.61 -0.18 0.07
C -0.91 0.09 -1.17
C -0.18 -0.89 1.10
C 1.14 -0.16 1.27
C 0.17 0.45 -2.25
N 0.18 -0.02 2.41
H -1.92 0.06 -1.51
H -0.49 -1.90 1.16
H 1.45 0.74 0.74
H 0.13 1.46 -2.32
H -0.29 0.07 -3.14
H 1.19 0.03 -2.22
H -0.21 0.93 2.64
H 0.36 -0.67 3.20

For the lowest unoccupied orbital energy (alpha / beta), the calculation gives -4.72 / -4.72 eV. The value obtained for the molar mass is 82.1 g/mol. For the orbital gap (alpha / beta), the calculation gives 8.480 / 8.478 eV. The value obtained for the HOMO energy (alpha / beta) is -13.20 / -13.20 eV. The total charge is +1.

Atomic partial charges in e from the Löwdin method, atoms 1 to 6: 0.04, 0.00, -0.19, 0.04, -0.01, 0.12



Most stable of them? (a).



(a)
Below is an isolated molecule of CH6P2S, with properties calculated with ωB97M-V/def2-TZVPD.

CARTESIAN COORDINATES (ANGSTROEM)
H -0.55 0.02 -3.13
P -0.18 0.81 -2.16
S -0.13 -0.64 -0.59
C 1.31 -0.29 0.47
P -1.85 -0.27 1.11
H 0.94 0.58 0.98
H 1.36 -1.22 1.06
H 2.21 -0.17 -0.07
H -2.18 0.82 0.46
H -0.92 0.35 1.87

For the lowest unoccupied orbital energy, the calculation gives -0.64 eV. The value obtained for the molar mass is 112.1 g/mol. For the orbital gap, the calculation gives 6.477 eV. As for the SMILES: [H]/P=S(/C)#[PH2]. The value obtained for the HOMO energy is -7.12 eV. The total charge is 0.

Atomic partial charges in e from the Löwdin method, atoms 1 to 6: -0.35, 0.31, 0.19, -0.42, 0.64, 0.00



(b)
Below is an isolated molecule of CH6P2S, with properties calculated with ωB97M-V/def2-TZVPD.

CARTESIAN COORDINATES (ANGSTROEM)
P 0.37 1.94 0.04
C 0.80 0.16 -0.41
P -0.37 -1.04 0.17
S -2.31 -1.09 -1.37
H 0.03 1.52 1.38
H -0.96 1.40 -0.15
H 1.85 -0.14 -0.20
H 0.74 0.01 -1.49
H 0.38 -2.15 0.44
H -0.52 -0.62 1.59

For the lowest unoccupied orbital energy, the calculation gives -0.58 eV. The value obtained for the molar mass is 112.1 g/mol. For the orbital gap, the calculation gives 7.861 eV. As for the SMILES: PC[PH2]=S. The value obtained for the HOMO energy is -8.44 eV. The total charge is 0.

Atomic partial charges in e from the Löwdin method, atoms 1 to 6: 0.76, -0.83, 0.54, -0.17, -0.13, -0.14



Most stable of them? (b).



(a)
Below is a structure of composition C9H11NO3, with properties calculated with ωB97M-V/def2-TZVPD.

CARTESIAN COORDINATES (ANGSTROEM)
C 1.43 0.91 0.74
C 0.77 1.90 -0.21
C -0.10 1.34 -1.28
C -0.86 0.23 -0.54
C -1.98 0.66 0.38
C -2.82 -0.38 0.65
C -2.55 -1.82 0.46
C -1.44 -2.17 -0.29
C -0.58 -1.12 -0.88
H 0.94 0.38 1.70
H 2.36 1.26 1.13
H 0.53 2.73 0.64
H 1.71 2.32 -0.89
H 0.41 0.70 -1.99
H -0.52 2.02 -2.09
H -1.91 1.83 1.22
H -3.53 0.20 1.73
H -3.30 -2.60 0.77
H -1.31 -3.26 -0.48
H 0.56 -1.60 -1.06
N 3.15 -0.97 0.06
O 3.47 -1.77 -0.80
O 3.73 -0.56 1.36
O 1.85 -0.24 -0.35

For the lowest unoccupied orbital energy, the calculation gives -0.90 eV. The value obtained for the molar mass is 181.2 g/mol. For the orbital gap, the calculation gives 8.096 eV. The value obtained for the HOMO energy is -8.99 eV. The total charge is 0.

Atomic partial charges in e from the Löwdin method, atoms 1 to 6: -0.09, -0.23, -0.21, -0.27, -0.11, -0.15



(b)
Below is a cluster of 2 separate species, C9H11NO3 in total, with properties calculated with ωB97M-V/def2-TZVPD.

CARTESIAN COORDINATES (ANGSTROEM)
N 0.09 4.32 1.12
O -1.01 4.80 1.17
O 1.23 4.74 1.16
C 1.33 1.13 -0.85
C 0.05 0.82 -0.01
C -1.19 1.24 -0.85
C -0.02 -0.78 0.15
C -0.05 -1.36 1.42
C -0.12 -2.75 1.56
C -0.14 -3.55 0.41
C -0.11 -2.98 -0.87
C -0.04 -1.59 -0.99
O 0.07 1.51 1.10
H 1.32 0.66 -1.84
H 1.40 2.20 -0.93
H 2.19 0.78 -0.31
H -1.23 0.77 -1.84
H -2.09 0.97 -0.31
H -1.17 2.31 -0.93
H -0.03 -0.70 2.29
H -0.15 -3.17 2.56
H -0.19 -4.63 0.53
H -0.13 -3.62 -1.76
H -0.01 -1.13 -1.98

For the lowest unoccupied orbital energy (alpha / beta), the calculation gives -1.92 / -1.47 eV. The value obtained for the molar mass is 181.2 g/mol. For the orbital gap (alpha / beta), the calculation gives 7.333 / 7.742 eV. The value obtained for the HOMO energy (alpha / beta) is -9.26 / -9.21 eV. The total charge is 0.

Atomic partial charges in e from the Löwdin method, atoms 1 to 6: -0.18, 0.09, 0.08, 0.01, -0.63, 0.01



Most stable of them? (b).



(a)
Below is an isolated molecule of C9H11NO3, with properties calculated with ωB97M-V/def2-TZVPD.

CARTESIAN COORDINATES (ANGSTROEM)
C 2.48 -1.44 -2.55
O 1.96 -0.57 -1.56
C 0.96 -0.92 -0.83
C 0.79 -2.08 -0.20
C -0.17 -2.31 0.80
C -0.97 -1.19 1.12
C -0.83 0.19 0.72
C -1.96 1.16 1.17
N -2.15 0.94 2.57
O -2.87 1.97 0.59
C 0.15 0.24 -0.32
O 0.35 1.46 -0.92
C 1.51 2.17 -0.39
H 3.08 -0.56 -3.07
H 1.71 -2.14 -3.05
H 3.11 -2.32 -1.86
H 1.28 -3.00 -0.66
H -0.30 -3.20 1.19
H -2.07 -1.72 1.36
H -2.82 1.57 3.28
H -1.75 0.32 3.30
H 2.56 1.48 -0.34
H 1.71 3.16 -0.84
H 1.29 2.14 0.76

For the lowest unoccupied orbital energy, the calculation gives 0.48 eV. The value obtained for the molar mass is 181.2 g/mol. For the orbital gap, the calculation gives 8.965 eV. As for the SMILES: COc1cccc(C(N)=O)c1OC. The value obtained for the HOMO energy is -8.49 eV. The total charge is 0.

Atomic partial charges in e from the Löwdin method, atoms 1 to 6: -0.06, -0.14, -0.29, -0.03, -0.06, -0.07



(b)
Below is an isolated molecule of C9H11NO3, with properties calculated with ωB97M-V/def2-TZVPD.

CARTESIAN COORDINATES (ANGSTROEM)
N 0.73 3.04 -1.30
C 0.67 1.78 -0.58
C -0.47 0.91 -1.14
C -0.75 -0.26 -0.24
C -0.21 -1.52 -0.52
C -0.44 -2.59 0.33
C -1.22 -2.42 1.47
O -1.47 -3.45 2.33
C -1.76 -1.17 1.75
C -1.52 -0.11 0.90
C 2.01 1.10 -0.77
O 2.25 0.16 -1.48
O 2.96 1.70 -0.04
H 1.52 3.60 -0.97
H -0.12 3.58 -1.15
H 0.53 1.91 0.51
H -0.19 0.58 -2.14
H -1.36 1.53 -1.22
H 0.40 -1.65 -1.40
H -0.02 -3.56 0.10
H -1.05 -4.25 2.01
H -2.36 -1.05 2.64
H -1.95 0.86 1.13
H 3.82 1.28 -0.19

For the lowest unoccupied orbital energy, the calculation gives 0.73 eV. The value obtained for the molar mass is 181.2 g/mol. For the orbital gap, the calculation gives 9.145 eV. As for the SMILES: N[C@@H](Cc1ccc(O)cc1)C(=O)O. The value obtained for the HOMO energy is -8.42 eV. The total charge is 0.

Atomic partial charges in e from the Löwdin method, atoms 1 to 6: 0.06, -0.32, -0.11, -0.24, -0.03, -0.02



Most stable of them? (b).